(1)
The following is a quantum chemistry calculation of 2 unconnected molecules or ions with the total composition C31H54F9N3O7PS at a distorted geometry, from OMol25.

Properties
calculated total energy = -96400.0617 eV
charge = +1
max |F| = 4.9 eV/A
LUMO level = -2.160 eV

```
106
Properties=species:S:1:pos:R:3:forces:R:3
C -3.7046 5.1257 3.8009 -0.15 -0.28 0.22
C -4.0747 4.8645 2.3455 0.18 0.48 0.10
O -3.0796 5.3909 1.4663 -0.01 -0.28 -0.01
C -3.5714 5.4237 0.1421 0.39 -0.27 0.08
C -2.4268 5.4234 -0.8817 -0.02 1.06 0.11
O -1.2446 4.7621 -0.4695 0.68 -0.37 0.02
C -1.3425 3.3782 -0.4419 -2.63 0.14 -0.59
C -1.3306 2.6781 0.9451 1.72 -1.23 -0.90
C -0.3189 3.0839 2.0422 -1.31 1.08 1.42
C -0.0497 4.5901 2.1771 0.56 -0.30 0.08
C -0.9088 2.6074 3.4049 0.51 -0.21 -0.01
C -0.4762 1.1898 3.8201 -1.08 -0.09 -0.54
N -0.8212 1.3194 0.4532 1.18 0.00 0.36
C 0.0814 1.6494 -0.4940 -0.70 0.17 -0.74
N 1.2930 1.2034 -0.6354 -0.31 0.02 0.60
C 1.8959 0.1859 0.2282 0.22 -0.52 -0.76
C 1.6084 -1.2291 -0.3299 0.43 0.99 0.65
C 2.7291 -2.1926 0.0891 -1.01 -0.81 0.20
C 3.1949 -3.1366 -1.0194 0.30 0.18 0.38
C 4.0580 -2.4293 -2.0935 -0.82 -0.69 1.23
F 4.2702 -1.1453 -1.6991 0.16 0.07 -0.40
F 5.2458 -3.0663 -2.1433 0.13 0.38 -0.46
C 3.3599 -2.4981 -3.4771 0.34 -0.32 -0.65
F 2.0396 -2.2839 -3.3729 0.18 0.38 0.33
F 3.5055 -3.7512 -3.9226 0.05 0.07 0.10
S 4.0139 -1.3048 -4.8123 -0.08 -0.50 -0.88
F 4.5690 -2.4894 -5.7020 0.11 0.07 0.09
F 5.4239 -1.2158 -4.1058 -0.14 0.27 0.27
F 3.4346 -0.0842 -3.9658 0.06 -0.03 0.17
F 2.6377 -1.4281 -5.6006 -0.06 0.18 0.19
F 4.5039 -0.2693 -5.8878 0.06 -0.01 0.06
N -0.4332 2.6410 -1.3311 0.58 0.05 1.01
C -1.0182 2.0780 -2.5721 0.35 0.15 -0.82
O -0.7930 0.6860 -2.6516 -0.16 0.23 0.03
C -1.9724 -0.0365 -2.8926 0.00 -0.26 -0.17
C -2.8037 -0.2959 -1.8159 0.10 0.08 0.54
C -3.9833 -0.9997 -1.9484 -0.49 0.09 -0.17
C -4.8623 -1.3096 -0.7670 0.60 -0.59 0.02
C -4.3371 -1.4304 -3.2230 0.10 -0.05 0.21
C -3.5025 -1.1700 -4.2871 -0.16 -0.25 -0.20
C -2.2955 -0.4846 -4.1664 0.05 0.28 -0.30
C -1.4671 -0.3281 -5.4322 -0.05 0.13 0.10
C -0.6871 0.9769 -5.5778 0.50 -0.53 -0.22
C -0.5774 -1.5698 -5.5954 -0.58 -0.37 -0.10
H -4.3956 5.8305 4.2591 0.11 0.14 -0.04
H -2.6920 5.5056 3.9194 0.01 0.04 -0.17
H -3.7782 4.2075 4.3854 0.05 0.00 0.00
H -4.1832 3.7908 2.1465 -0.12 0.01 -0.04
H -5.0211 5.3681 2.1274 -0.12 -0.23 -0.07
H -4.2133 4.5507 -0.0306 -0.15 0.10 0.02
H -4.1359 6.3529 0.0166 -0.29 -0.20 -0.27
H -2.1267 6.4565 -1.0539 0.20 -0.05 0.06
H -2.7988 5.0611 -1.8465 0.04 -0.22 0.05
H -2.3523 3.1820 -0.8373 0.04 -0.33 0.10
H -2.3443 2.4897 1.2813 -0.01 0.51 0.27
H 0.6452 2.5787 1.9513 -0.05 -0.04 -0.59
H 0.3057 5.0274 1.2491 -0.16 0.18 0.03
H -0.9151 5.1164 2.5656 -0.12 0.09 -0.34
H 0.7427 4.7047 2.9210 0.02 -0.02 -0.02
H -0.6222 3.3079 4.1897 0.15 0.06 -0.10
H -1.9967 2.6687 3.3413 -0.02 0.00 0.15
H 0.4782 0.8900 3.3853 0.25 0.16 0.39
H -0.4985 1.0741 4.9001 0.33 -0.08 0.01
H -1.2126 0.4713 3.4398 0.10 -0.11 0.04
H -0.4181 0.7216 1.1689 -0.40 0.07 0.28
H 1.8236 1.6031 -1.3965 0.03 -0.14 -0.07
H 1.5523 0.3009 1.2557 -0.01 0.14 0.00
H 2.9702 0.3581 0.2171 -0.01 0.14 0.01
H 0.6448 -1.5351 0.0796 -0.04 -0.27 -0.29
H 1.5121 -1.1056 -1.4066 0.02 -0.28 -0.05
H 2.3092 -2.8412 0.8634 0.13 -0.02 0.05
H 3.5630 -1.6916 0.5784 0.08 0.14 -0.27
H 3.8206 -3.8909 -0.5426 0.17 -0.03 -0.25
H 2.3535 -3.6754 -1.4502 -0.03 0.12 -0.12
H -0.5444 2.5680 -3.4226 0.10 -0.06 0.02
H -2.0916 2.2672 -2.6439 0.00 0.23 0.41
H -2.5140 0.0395 -0.8271 0.10 0.11 -0.05
H -4.5952 -2.3144 -0.4230 -0.14 -0.01 0.08
H -4.6666 -0.6490 0.0759 -0.23 0.17 -0.07
H -5.9145 -1.3465 -1.0364 -0.05 0.24 0.08
H -5.2522 -1.9911 -3.3639 -0.04 0.05 -0.08
H -3.7925 -1.5245 -5.2694 0.03 0.03 -0.04
H -2.1922 -0.3480 -6.2498 0.00 0.03 -0.01
H 0.1748 0.9698 -4.9092 -0.10 0.25 0.13
H -1.3024 1.8663 -5.4510 0.00 0.00 0.12
H -0.2630 1.0018 -6.5838 -0.12 0.10 -0.05
H -1.2138 -2.3930 -5.9315 0.05 -0.05 0.03
H 0.1929 -1.4509 -6.3554 0.12 0.15 0.14
H -0.1690 -1.9028 -4.6413 0.33 0.24 -0.06
C 3.7720 -5.3264 7.0514 -0.10 -0.19 0.08
O 2.7562 -4.5051 6.4327 2.35 0.08 -0.74
P 2.6353 -4.5189 4.8230 -4.75 -0.39 -1.06
O 1.8654 -3.3107 4.4724 0.67 0.28 0.22
O 1.8164 -5.8898 4.6823 0.24 -0.07 -0.25
C 0.6109 -6.0647 5.4237 -0.05 -0.14 0.11
O 3.5728 -4.9086 3.5847 1.72 0.12 1.71
C 4.6348 -3.9894 3.2734 -0.02 0.19 -0.27
H 3.6267 -5.2720 8.1258 -0.07 0.07 -0.02
H 3.6794 -6.3655 6.7285 -0.03 0.03 -0.02
H 4.7671 -4.9556 6.8072 0.00 0.02 0.04
H 0.0943 -5.1188 5.5843 0.05 0.03 0.00
H 0.8261 -6.5423 6.3801 0.00 0.09 0.05
H -0.0272 -6.7295 4.8461 0.03 0.03 -0.05
H 5.2746 -3.7993 4.1347 0.01 0.00 0.01
H 4.2025 -3.0526 2.9203 0.04 0.04 0.07
H 5.2374 -4.4310 2.4843 -0.07 -0.12 0.02
```
Positions in Å, forces in eV/Å.

=====

(2)
The following is a quantum chemistry calculation of a molecular structure, C31H55AsAuGe2N2O2Si3 at a distorted geometry, from OMol25.

Properties
multiplicity = 2
calculated total energy = -241297.4361 eV
charge = +2
max |F| = 2.9 eV/A
expectation value of S² = 0.7569
LUMO level (spin up / spin down) = -6.331 / -8.418 eV
ΔE to the lowest compared entry with this formula, charge and spin = 1.5305 eV

```
97
Properties=species:S:1:pos:R:3:forces:R:3
Au 0.2678 -0.5457 -0.0136 -0.31 0.00 0.41
O 2.5604 0.5155 0.1074 -0.10 -0.19 0.18
H 2.4688 1.4799 0.1065 0.20 0.05 -0.18
H 3.1614 0.2999 -0.6158 0.05 0.18 -0.05
C -1.9734 4.0244 2.6237 0.20 0.15 -0.31
Ge -0.2891 4.3590 1.6405 0.26 -1.79 0.99
C 1.1464 3.3755 2.6246 -0.13 0.45 -0.03
C 0.1233 6.2762 1.6633 -0.13 -0.24 -0.82
Ge -0.3044 2.5790 -0.5292 -1.65 2.30 -0.36
C -1.7687 3.4930 -1.5074 0.65 -0.68 -0.21
C -2.5959 4.4603 -0.9532 0.14 -0.03 -0.13
C -3.6361 5.0011 -1.7017 -0.01 0.06 0.10
C -3.8721 4.5494 -2.9899 -0.01 0.05 0.02
C -3.0392 3.5917 -3.5571 0.11 -0.18 -0.03
C -1.9923 3.0613 -2.8200 -0.29 0.38 0.04
C 1.3935 3.0872 -1.4499 -0.56 -1.44 -0.18
C 2.2686 3.9627 -0.8207 -0.12 0.02 0.14
C 3.4219 4.3851 -1.4727 -0.01 0.04 -0.05
C 3.7182 3.9035 -2.7392 -0.01 0.04 0.07
C 2.8536 3.0131 -3.3660 -0.07 -0.08 -0.03
C 1.6981 2.5961 -2.7221 0.18 0.10 -0.01
H -1.7130 3.9362 3.6796 -0.02 0.03 0.02
H -2.4805 3.1173 2.2999 -0.01 0.00 -0.01
H -2.6542 4.8656 2.5015 -0.06 -0.03 0.04
H 0.8345 3.2624 3.6642 0.07 0.03 0.03
H 2.0803 3.9380 2.6108 0.04 -0.03 0.03
H 1.3242 2.3875 2.2052 0.01 0.02 0.00
H 0.2309 6.5540 2.7126 -0.03 -0.16 0.06
H -0.6874 6.8487 1.2173 0.02 0.06 0.03
H 1.0456 6.4987 1.1315 0.02 0.04 0.04
H -2.4388 4.8033 0.0639 -0.08 0.00 0.00
H -4.2614 5.7702 -1.2681 -0.07 -0.03 -0.02
H -4.7103 4.9385 -3.5518 0.04 0.06 -0.03
H -3.2073 3.2500 -4.5702 -0.05 0.04 -0.01
H -1.3604 2.2971 -3.2562 -0.01 0.01 -0.06
H 2.0544 4.3408 0.1731 0.04 -0.02 0.01
H 4.0812 5.0916 -0.9864 0.04 -0.02 -0.01
H 4.6240 4.2212 -3.2374 -0.01 0.02 -0.02
H 3.0745 2.6464 -4.3599 0.04 0.02 0.00
H 1.0292 1.9037 -3.2192 0.00 0.00 -0.01
C -2.5818 0.5883 -0.9026 -0.38 0.04 0.32
O -1.1780 0.7479 -1.0626 1.80 0.88 0.37
H -3.0611 1.5579 -0.7562 0.00 -0.05 -0.04
H -2.8233 -0.0481 -0.0467 0.10 -0.03 -0.01
H -3.0021 0.1401 -1.8034 0.11 0.04 -0.04
C -0.3233 -2.4613 -3.8005 0.05 -0.07 0.20
Si -1.1248 -3.5035 -2.4676 -0.23 0.16 -0.40
C -0.9263 -5.3360 -2.7796 0.09 0.13 0.28
C -2.9014 -2.9893 -2.1583 0.18 -0.02 0.07
As 0.0618 -2.9676 -0.4211 -0.02 -0.32 -0.02
Si 2.3900 -3.5817 -0.6559 0.48 0.10 -0.05
C 2.4588 -5.4315 -0.9361 -0.15 0.18 -0.03
C 2.9290 -2.5265 -2.1128 -0.13 -0.18 0.06
C 3.3545 -3.0608 0.8611 -0.33 0.00 0.00
Si -1.1510 -3.8507 1.4716 -0.09 -0.04 0.42
C -1.7449 -5.5255 0.8920 0.09 0.17 -0.11
C 0.0329 -3.9667 2.9236 0.00 0.04 -0.20
C -2.4960 -2.5967 1.8261 0.07 -0.07 -0.24
H -0.9944 -2.3437 -4.6534 -0.08 -0.03 0.03
H 0.5948 -2.9166 -4.1721 0.02 0.00 0.01
H -0.0837 -1.4657 -3.4201 -0.03 0.04 -0.05
H -1.3083 -5.5799 -3.7733 -0.02 0.10 -0.04
H -1.4795 -5.9391 -2.0599 0.00 -0.01 0.01
H 0.1198 -5.6410 -2.7430 0.00 -0.02 -0.04
H -3.6056 -3.6445 -2.6735 0.07 -0.06 -0.05
H -3.0735 -1.9761 -2.5211 0.02 0.02 0.01
H -3.1478 -3.0127 -1.0971 -0.08 -0.03 -0.01
H 2.3411 -5.6826 -1.9905 -0.04 0.00 0.00
H 1.6861 -5.9550 -0.3705 0.03 -0.05 0.01
H 3.4257 -5.8211 -0.6126 0.03 0.06 0.03
H 2.5988 -2.9510 -3.0608 -0.01 0.02 -0.02
H 4.0156 -2.4330 -2.1581 0.03 -0.05 0.07
H 2.4997 -1.5243 -2.0326 0.02 0.02 -0.04
H 3.0118 -3.5546 1.7707 0.03 0.02 0.03
H 3.2973 -1.9794 1.0008 0.04 0.01 -0.01
H 4.4084 -3.3183 0.7361 0.00 -0.03 -0.11
H -0.8988 -6.1256 0.5500 -0.02 -0.05 0.01
H -2.4605 -5.4499 0.0720 -0.01 0.03 0.00
H -2.2301 -6.0750 1.7006 0.01 0.08 0.09
H 1.0713 -4.0029 2.5948 0.02 -0.05 0.06
H -0.1559 -4.8684 3.5085 -0.05 -0.03 -0.03
H -0.0783 -3.1138 3.5949 -0.02 0.04 -0.03
H -3.1411 -2.4273 0.9637 -0.04 0.00 0.02
H -2.0418 -1.6429 2.0994 0.00 0.00 0.03
H -3.1326 -2.9150 2.6538 0.06 -0.09 0.04
N 3.4894 -1.4821 5.6657 -0.01 0.01 0.03
C 2.5770 -1.0093 5.1545 0.04 -0.02 0.02
C 1.4588 -0.4572 4.4453 -0.11 -0.02 -0.10
C 0.4234 0.2267 5.0746 0.11 0.05 -0.02
C -0.6060 0.7306 4.2955 -0.03 -0.08 0.09
C -0.5884 0.5030 2.9329 -0.04 -0.11 -0.01
N 0.3904 -0.1856 2.3327 0.06 -0.06 -0.25
C 1.3996 -0.6424 3.0680 0.02 0.05 0.00
H 0.4369 0.3691 6.1467 0.00 0.01 0.01
H -1.4174 1.2810 4.7501 -0.03 0.01 -0.05
H -1.3796 0.8678 2.2882 -0.02 0.04 0.04
H 2.1875 -1.1695 2.5502 0.02 -0.01 0.04
```
Positions in Å, forces in eV/Å.